(1)
A 5-piece molecular cluster, CH11O4S overall at a distorted geometry, computed with ωB97M-V/def2-TZVPD.

Positions of all 17 atoms, in Å:
S 0.64201 -2.47477 0.60859
O -1.84216 -1.09423 -1.07123
O -0.65795 1.64390 -1.20523
O 1.27086 -0.28052 -1.73400
O -0.11820 2.61383 1.38060
C 0.41192 -1.05739 1.61195
H -1.41237 1.01499 -1.19834
H -0.04430 -0.14351 1.09033
H -0.26428 -1.20072 2.41630
H 1.36545 -0.73153 2.14091
H -0.59931 2.40553 0.54121
H 0.50901 1.87018 1.48129
H 1.18225 -0.96562 -0.92485
H -1.12139 -1.51431 -0.48136
H -1.39357 -1.22039 -1.87169
H -0.01266 0.95571 -1.36297
H 2.08469 0.17885 -1.42151

Output
- Molar mass: 119.16 g mol⁻¹
- F_max: 2.9 eV/A
- Energy: -743.899625 Ha
- Total charge: -1
- Energy relative to the best compared isomer or geometry (same formula, charge and spin): 0.382 eV

Mulliken atomic charge list, values in e, 4 entries:
1. S -0.639
2. O -0.723
3. O -0.723
4. O -0.733

***

(2)
A 2-piece molecular cluster, C4H6IN3 overall at a distorted geometry, computed with ωB97M-V/def2-TZVPD.

Positions of all 14 atoms, in Å:
I -2.56872 0.48747 -0.14058
N 0.95216 2.63573 0.46703
N 0.98855 0.39645 0.30315
N 0.75803 -0.85637 0.69138
C 1.40801 2.27780 -0.80496
C 1.46532 0.91118 -0.91222
C -1.84111 -1.39491 0.20831
C 0.70732 1.55635 1.10580
H -2.15520 -1.88510 1.15810
H 1.92079 3.05754 -1.41726
H 0.47719 1.63447 2.17905
H -1.64786 -1.98828 -0.66173
H 1.81640 0.20625 -1.75694
H 0.44240 -1.10472 1.64715

Output
- Molar mass: 223.02 g mol⁻¹
- F_max: 3.4 eV/A
- Energy: -617.805168 Ha
- Total charge: 0
- Energy relative to the best compared isomer or geometry (same formula, charge and spin): 3.417 eV

Mulliken atomic charge list, values in e, 4 entries:
1. I 0.123
2. N -0.529
3. N 0.820
4. N -1.054

***

(3)
A 4-piece molecular cluster, C3H14N2O4 overall at a distorted geometry, computed with ωB97M-V/def2-TZVPD.

Positions of all 23 atoms, in Å:
O -0.87120 -1.86051 -2.74176
O -1.29418 1.47847 1.95343
O 0.23478 -2.40536 1.61483
O 2.04834 1.90568 2.04987
N -1.57025 -1.51526 0.62168
N -0.00264 0.29989 -0.74498
C 0.85975 0.86017 -1.76977
C -0.22623 -1.61860 0.81052
C 0.68504 -0.68758 0.05175
H 1.32331 -1.28780 -0.58743
H -2.15357 -2.09876 1.18947
H 1.72024 2.25691 1.21682
H -1.95522 -0.91977 -0.09672
H 1.15470 0.10154 -2.49811
H 1.74997 1.39548 -1.41613
H -1.59428 0.55448 1.85907
H 0.26305 1.53797 -2.38606
H -0.51290 -1.26272 -3.40132
H 1.44966 2.26900 2.71149
H -1.03058 -1.32547 -1.95503
H -1.25839 1.55224 2.91510
H 1.37886 -0.27347 0.77995
H -0.39828 1.04346 -0.17669

Output
- Molar mass: 142.15 g mol⁻¹
- F_max: 1.1 eV/A
- Energy: -533.183739 Ha
- SMILES: CNCC(N)=O.O.O.O
- Total charge: 0
- Energy relative to the best compared isomer or geometry (same formula, charge and spin): 0.581 eV

Mulliken atomic charge list, values in e, 4 entries:
1. O -0.655
2. O -0.622
3. O -0.652
4. O -0.618

***

(4)
A 2-piece molecular cluster, C2H8O2 overall at a distorted geometry, computed with ωB97M-V/def2-TZVPD.

Positions of all 12 atoms, in Å:
O -1.32363 -0.76201 -2.59913
O 1.55076 1.28911 1.92590
C -1.15988 -0.00276 -1.41261
C 1.11452 0.01807 1.39008
H 1.93374 -0.42176 0.80930
H 0.94203 -0.64680 2.25512
H -0.24065 -0.41474 -0.96895
H 2.12121 1.10330 2.68727
H -1.00207 1.03586 -1.72438
H -1.93371 -1.50541 -2.47126
H 0.12685 0.27063 1.02220
H -2.12918 0.03650 -0.91353

Output
- Molar mass: 64.08 g mol⁻¹
- 2S+1: 2
- F_max: 2.7 eV/A
- Energy: -231.025633 Ha
- Total charge: +1
- Energy relative to the best compared isomer or geometry (same formula, charge and spin): 1.541 eV

Mulliken atomic charge list, values in e, 4 entries:
1. O -0.251
2. O -0.367
3. C -0.384
4. C -0.337